Entry from OMol25: one molecule with the formula C5H11N (ωB97M-V/def2-TZVPD).

Properties
M in g mol⁻¹: 85.150
HOMO level in eV: -7.212
SMILES string: C=C(N)CCC
E in Ha: -251.71790
LUMO in eV: 0.81

XYZ file:
```
17
C5H11N | OMol25 | ωB97M-V/def2-TZVPD
C 2.40 0.33 -0.65
C 1.29 0.25 0.01
N 1.46 -0.51 1.28
C -0.15 0.47 -0.44
C -1.09 -0.70 -0.10
C -2.50 -0.04 -0.08
H 2.86 1.33 -0.80
H 2.98 -0.66 -0.86
H 2.48 -0.51 1.42
H 0.99 -0.03 2.00
H -0.25 0.57 -1.61
H -0.53 1.43 -0.09
H -0.74 -0.97 0.88
H -0.82 -1.62 -0.66
H -2.72 0.36 -1.15
H -2.34 0.92 0.56
H -3.34 -0.62 0.30
```


Entry from OMol25: a 5-piece molecular cluster, C17H47NO6SSi overall (ωB97M-V/def2-TZVPD).

Properties
M in g mol⁻¹: 421.717
HOMO level in eV: -9.557
SMILES string: CS(=O)(=O)[SiH2]N.CCOCC.CCOCC.CCOCC.CCOCC
E in Ha: -1869.70900
LUMO in eV: 0.51

XYZ file:
```
73
C17H47NO6SSi | OMol25 | ωB97M-V/def2-TZVPD
C 0.49 -7.39 1.80
S 2.18 -7.96 1.83
O 2.71 -7.77 0.49
O 2.18 -9.28 2.43
Si 3.28 -6.51 3.14
N 3.84 -5.19 2.20
H 0.07 -7.50 2.80
H 0.48 -6.35 1.49
H -0.03 -8.02 1.08
H 4.40 -7.27 3.72
H 2.30 -6.06 4.15
H 3.11 -4.73 1.66
H 4.55 -5.47 1.53
C 2.05 -0.46 3.81
C 1.85 -1.21 5.11
O 2.36 -2.53 5.10
C 3.75 -2.66 4.86
C 4.63 -1.97 5.89
H 1.60 -1.00 2.97
H 1.57 0.52 3.86
H 3.10 -0.29 3.58
H 0.79 -1.32 5.32
H 2.28 -0.63 5.94
H 4.00 -2.31 3.85
H 3.93 -3.73 4.88
H 4.50 -0.88 5.88
H 5.68 -2.18 5.68
H 4.40 -2.33 6.90
C 0.29 3.87 2.35
C 1.72 3.46 2.04
O 1.83 2.37 1.14
C 1.27 2.58 -0.14
C 1.91 3.71 -0.93
H -0.27 3.03 2.74
H 0.29 4.67 3.10
H -0.23 4.25 1.47
H 2.21 3.11 2.95
H 2.30 4.32 1.68
H 0.19 2.74 -0.07
H 1.42 1.63 -0.67
H 1.76 4.68 -0.45
H 1.47 3.76 -1.92
H 2.99 3.54 -1.04
C -2.13 3.86 -2.91
C -2.42 2.96 -1.72
O -2.64 3.66 -0.51
C -3.74 4.55 -0.50
C -5.08 3.89 -0.78
H -1.28 4.50 -2.70
H -1.91 3.26 -3.79
H -2.98 4.50 -3.16
H -1.55 2.33 -1.52
H -3.26 2.29 -1.95
H -3.58 5.38 -1.20
H -3.74 4.97 0.51
H -5.14 3.48 -1.79
H -5.88 4.62 -0.67
H -5.27 3.08 -0.07
C -3.71 -0.05 -7.79
C -2.87 1.02 -7.12
O -3.33 1.40 -5.83
C -3.36 0.37 -4.86
C -2.00 -0.25 -4.57
H -4.76 0.26 -7.85
H -3.34 -0.23 -8.80
H -3.67 -1.00 -7.25
H -2.92 1.94 -7.70
H -1.82 0.72 -7.09
H -4.08 -0.41 -5.13
H -3.74 0.85 -3.96
H -1.59 -0.77 -5.43
H -2.10 -0.97 -3.76
H -1.29 0.52 -4.26
```


Entry from OMol25: C31H38BrFN3O4Pd as an isolated structure (ωB97M-V/def2-TZVPD).

Properties
M in g mol⁻¹: 721.984
HOMO level in eV: -15.384
Total charge: +3
E in Ha: -4470.05482
LUMO in eV: -10.52

XYZ file:
```
79
C31H38BrFN3O4Pd | OMol25 | ωB97M-V/def2-TZVPD
Pd -1.40 -0.12 1.75
F 4.06 -1.02 -2.17
C 3.50 -1.93 -1.35
C 2.41 -1.53 -0.65
C 1.74 -2.43 0.21
C 0.57 -2.04 0.94
O 0.15 -0.82 0.79
C -0.03 -3.01 1.76
C 0.54 -4.27 1.83
N 1.63 -4.63 1.17
C 2.11 -6.00 1.28
C 3.37 -6.27 2.04
C 2.05 -6.70 2.60
C 2.26 -3.72 0.32
C 3.40 -4.10 -0.40
C 4.05 -3.24 -1.27
N 5.17 -3.61 -2.00
C 5.54 -5.00 -2.21
C 6.98 -5.23 -1.75
N 7.88 -4.17 -2.37
C 7.18 -3.33 -3.40
C 5.96 -2.65 -2.77
C -1.26 -2.86 2.62
O -1.63 -3.76 3.32
O -1.96 -1.74 2.53
H 2.05 -0.52 -0.78
H 0.07 -5.01 2.45
H 1.90 -6.57 0.38
H 3.85 -5.43 2.52
H 4.04 -7.03 1.65
H 1.68 -6.15 3.46
H 1.78 -7.74 2.58
H 3.76 -5.10 -0.25
H 5.41 -5.30 -3.25
H 4.91 -5.67 -1.64
H 7.35 -6.20 -2.06
H 7.07 -5.13 -0.67
H 8.70 -4.61 -2.79
H 8.24 -3.55 -1.63
H 6.92 -3.99 -4.22
H 7.87 -2.58 -3.77
H 5.41 -2.20 -3.59
H 6.31 -1.84 -2.13
C -4.79 7.54 0.64
C -3.58 6.88 1.30
C -2.28 7.59 0.82
C -3.69 7.03 2.85
C -3.44 5.43 1.00
C -2.31 4.73 1.60
C -2.15 3.43 1.40
Br -0.73 2.46 2.16
C -3.11 2.65 0.55
O -2.96 1.46 0.42
C -4.27 3.41 -0.09
C -4.35 4.75 0.18
C -5.30 2.74 -0.96
C -5.30 3.49 -2.32
C -6.68 2.95 -0.27
C -5.13 1.25 -1.24
H -4.81 8.59 0.92
H -5.73 7.10 0.98
H -4.73 7.49 -0.45
H -2.40 8.65 1.05
H -2.15 7.49 -0.26
H -1.38 7.25 1.33
H -3.78 8.10 3.05
H -2.82 6.66 3.38
H -4.59 6.53 3.22
H -1.62 5.29 2.21
H -5.16 5.32 -0.24
H -5.54 4.55 -2.21
H -6.07 3.04 -2.95
H -4.34 3.39 -2.83
H -6.92 4.01 -0.15
H -6.72 2.46 0.70
H -7.44 2.50 -0.91
H -4.19 1.02 -1.75
H -5.94 0.94 -1.89
H -5.19 0.64 -0.33
```


Entry from OMol25: one molecule with the formula C3H5N3 (ωB97M-V/def2-TZVPD).

Properties
M in g mol⁻¹: 83.094
HOMO level (alpha / beta) in eV: -8.237 / -8.239
E in Ha: -281.38718
LUMO (alpha / beta) in eV: -0.86 / -0.82

XYZ file:
```
11
C3H5N3 | OMol25 | ωB97M-V/def2-TZVPD
C 0.21 1.68 0.48
C -0.15 0.36 -0.21
C 0.13 -0.92 0.30
N -0.23 -1.93 -0.58
N -0.74 -1.72 -1.69
N -0.68 0.63 -1.32
H 1.30 1.77 0.45
H -0.17 1.57 1.49
H -0.21 2.60 0.07
H 0.56 -1.15 1.25
H -0.03 -2.89 -0.24
```


Entry from OMol25: a 3-piece molecular cluster, C4H11ClNP overall (ωB97M-V/def2-TZVPD).

Properties
M in g mol⁻¹: 139.566
HOMO level in eV: -9.649
SMILES string: [H]/N=C\P.C=CC.Cl
E in Ha: -1015.18959
LUMO in eV: 0.40

XYZ file:
```
18
C4H11ClNP | OMol25 | ωB97M-V/def2-TZVPD
H 0.40 -1.32 -1.22
N 0.12 -1.72 -0.23
C 1.10 -2.18 0.41
P 2.71 -2.32 -0.19
H 0.76 -2.72 1.27
H 3.13 -1.17 0.75
H 2.58 -1.37 -1.28
C 0.06 1.75 -1.13
C -0.67 1.38 -0.08
C -1.28 2.29 0.96
H 0.10 2.75 -1.52
H 0.65 0.88 -1.52
H -0.39 0.30 0.29
H -2.42 2.33 0.98
H -0.91 1.98 2.01
H -0.98 3.35 0.79
Cl -3.11 -2.10 0.09
H -1.85 -2.12 -0.40
```


Entry from OMol25: a 2-piece molecular cluster, C16H28BrNO5Si2 overall (ωB97M-V/def2-TZVPD).

Properties
M in g mol⁻¹: 450.478
HOMO level in eV: -9.977
SMILES string: O=NOCC1=CC(=O)C(CCCBr)=CC1=O.C[Si](C)(C)O[Si](C)(C)C
E in Ha: -4210.34924
LUMO in eV: -1.10

XYZ file:
```
53
C16H28BrNO5Si2 | OMol25 | ωB97M-V/def2-TZVPD
O 7.59 -5.94 -1.79
N 6.58 -5.38 -2.08
O 6.86 -4.16 -2.67
C 6.48 -3.07 -1.78
C 4.92 -2.73 -1.82
C 3.98 -3.44 -2.62
C 2.43 -3.03 -2.53
O 1.68 -2.96 -3.52
C 1.93 -2.66 -1.04
C 0.53 -3.11 -0.45
C -0.70 -2.32 -1.10
C -1.57 -3.16 -2.15
Br -2.32 -4.75 -1.25
C 2.87 -1.93 -0.27
C 4.28 -1.55 -0.93
O 4.82 -0.44 -0.81
H 6.69 -3.44 -0.71
H 7.14 -2.15 -1.93
H 4.35 -4.31 -3.25
H 0.44 -4.24 -0.47
H 0.55 -2.82 0.66
H -0.31 -1.35 -1.59
H -1.41 -2.00 -0.26
H -2.46 -2.49 -2.43
H -0.99 -3.37 -3.10
H 2.61 -1.66 0.80
C -2.36 0.37 1.49
Si -1.27 1.90 1.48
C -0.80 2.31 3.26
C 0.30 1.48 0.55
O -2.08 3.18 0.79
Si -3.47 4.07 1.04
C -3.68 5.41 -0.25
C -3.41 4.89 2.73
C -4.98 2.95 0.97
H -3.23 0.52 2.14
H -1.81 -0.49 1.86
H -2.72 0.15 0.48
H -0.23 3.24 3.30
H -0.19 1.51 3.69
H -1.69 2.43 3.87
H 0.99 2.33 0.54
H 0.08 1.20 -0.48
H 0.81 0.64 1.03
H -2.84 6.11 -0.22
H -4.60 5.97 -0.06
H -3.74 4.98 -1.25
H -3.42 4.14 3.53
H -4.28 5.54 2.87
H -2.51 5.49 2.84
H -4.96 2.23 1.79
H -5.00 2.40 0.03
H -5.89 3.53 1.05
```


Entry from OMol25: a 2-piece molecular cluster, C6H17N2 overall (ωB97M-V/def2-TZVPD).

Properties
Multiplicity: 2
M in g mol⁻¹: 117.216
HOMO level (alpha / beta) in eV: -19.837 / -19.881
Total charge: +2
<S²>: 0.758
E in Ha: -347.57396
LUMO (alpha / beta) in eV: -8.79 / -13.21

XYZ file:
```
25
C6H17N2 | OMol25 | ωB97M-V/def2-TZVPD
C -0.31 0.98 2.18
C -1.50 0.32 1.47
C -2.09 1.09 0.31
N -1.03 -1.04 0.96
H -0.17 0.55 3.17
H 0.62 0.85 1.62
H -0.50 2.04 2.31
H -2.22 0.09 2.25
H -1.35 1.25 -0.47
H -2.40 2.07 0.69
H -2.94 0.56 -0.12
H -0.63 -1.59 1.73
H -1.81 -1.63 0.67
H -0.27 -1.00 0.24
C 1.39 1.15 -1.74
C 1.98 -0.14 -1.21
C 1.07 -2.38 -1.57
N 0.97 -1.25 -1.07
H 2.22 1.83 -1.94
H 0.90 0.96 -2.70
H 0.70 1.63 -1.05
H 2.43 0.03 -0.23
H 2.75 -0.52 -1.90
H 1.96 -2.77 -2.08
H 0.23 -3.09 -1.52
```


Entry from OMol25: C35H48F5N5O4OsSi as an isolated structure (ωB97M-V/def2-TZVPD).

Properties
M in g mol⁻¹: 916.106
HOMO level (alpha / beta) in eV: -6.778 / -7.012
E in Ha: -2816.74638
LUMO (alpha / beta) in eV: -0.31 / -0.43

XYZ file:
```
99
C35H48F5N5O4OsSi | OMol25 | ωB97M-V/def2-TZVPD
Os 0.04 -0.51 -0.54
C 3.42 0.52 -1.56
C 2.26 0.69 -2.48
C 2.43 1.35 -3.68
C 1.32 1.47 -4.54
C 0.14 0.86 -4.25
C 0.03 0.09 -3.06
N 1.08 0.13 -2.19
N -0.91 -0.73 -2.57
Si -2.48 -0.89 -3.29
C -2.29 -1.70 -4.97
C -3.36 0.73 -3.56
C -3.45 -2.05 -2.19
H 4.13 -0.18 -2.00
H 3.13 0.13 -0.59
H 3.93 1.47 -1.41
H 3.38 1.78 -3.92
H 1.42 2.04 -5.45
H -0.71 0.95 -4.90
H -1.71 -1.09 -5.66
H -3.27 -1.87 -5.42
H -1.79 -2.66 -4.88
H -2.88 1.33 -4.32
H -3.39 1.31 -2.64
H -4.39 0.56 -3.88
H -2.77 -2.76 -1.72
H -4.18 -2.61 -2.77
H -3.98 -1.51 -1.41
F -5.01 1.94 3.71
C -4.20 1.62 2.68
C -4.71 1.26 1.45
F -6.04 1.23 1.25
C -3.85 0.92 0.41
F -4.43 0.58 -0.76
C -2.45 0.92 0.52
O -1.71 0.61 -0.52
C -1.98 1.30 1.77
F -0.65 1.33 2.04
C -2.82 1.63 2.83
F -2.27 1.96 4.02
C -1.17 -3.19 4.04
N -1.68 -2.50 2.87
C -3.09 -2.15 2.82
C -0.84 -2.12 1.92
O -1.20 -1.49 0.91
H -2.01 -3.67 4.55
H -0.69 -2.51 4.74
H -0.46 -3.97 3.75
H -3.69 -3.06 2.89
H -3.30 -1.64 1.89
H -3.34 -1.49 3.65
H 0.20 -2.43 2.06
O 1.59 3.87 -1.48
C 0.73 3.42 -0.55
O 0.73 2.28 -0.16
C -0.27 4.46 -0.06
N 0.22 5.80 -0.41
C 0.89 6.28 0.80
C 0.02 5.79 1.96
C -0.45 4.41 1.48
H -1.19 4.24 -0.60
H -0.57 6.40 -0.62
H 1.39 4.84 -1.55
H 1.04 7.35 0.76
H 1.88 5.80 0.85
H -0.84 6.46 2.08
H 0.54 5.75 2.91
H -1.49 4.21 1.75
H 0.16 3.60 1.90
C 1.66 -0.49 3.52
C 2.97 -0.54 2.75
C 3.23 0.77 2.01
C 3.08 -1.80 1.92
C 4.00 -2.74 2.38
C 4.19 -3.96 1.76
C 3.44 -4.26 0.64
C 2.51 -3.37 0.12
C 1.77 -3.82 -1.13
C 0.26 -3.99 -0.95
C 2.09 -2.98 -2.36
C 2.32 -2.12 0.77
N 1.40 -1.26 0.20
H 1.68 0.33 4.24
H 1.49 -1.42 4.07
H 0.84 -0.32 2.85
H 3.77 -0.63 3.50
H 2.44 0.99 1.29
H 4.19 0.75 1.49
H 3.25 1.59 2.73
H 4.58 -2.49 3.26
H 4.91 -4.67 2.15
H 3.57 -5.21 0.15
H 2.16 -4.83 -1.32
H -0.27 -3.03 -0.90
H 0.03 -4.56 -0.04
H -0.15 -4.54 -1.80
H 1.66 -1.98 -2.28
H 1.68 -3.45 -3.25
H 3.17 -2.88 -2.49
```


Entry from OMol25: C4H6N2O2 as an isolated structure (ωB97M-V/def2-TZVPD).

Properties
M in g mol⁻¹: 114.104
HOMO level in eV: -10.174
E in Ha: -415.88187
LUMO in eV: 0.03

XYZ file:
```
14
C4H6N2O2 | OMol25 | ωB97M-V/def2-TZVPD
C -1.77 -0.02 0.81
C -1.34 -0.57 -0.58
C 0.19 -0.30 -0.51
C 2.12 -0.43 0.13
H -0.99 -0.38 1.70
H -1.33 1.13 0.72
H -2.83 -0.04 0.93
H -1.48 0.25 -1.45
H -1.50 -1.55 -0.87
H 2.34 1.42 -0.71
N 1.02 -1.13 -0.12
N 1.81 1.06 0.13
O 3.32 -0.55 0.21
O 0.45 1.13 -0.38
```


Entry from OMol25: one molecule with the formula C13H20BrFN2O4S (ωB97M-V/def2-TZVPD).

Properties
M in g mol⁻¹: 399.282
HOMO level in eV: -8.812
SMILES string: CCSC[C@](N=C(C)C)(OC(=O)C(=O)NC(=O)F)[C@H](Br)CC
E in Ha: -3989.87839
LUMO in eV: -0.17

XYZ file:
```
42
C13H20BrFN2O4S | OMol25 | ωB97M-V/def2-TZVPD
C -3.11 1.37 1.82
C -3.38 1.55 0.31
S -2.03 2.37 -0.58
C -1.04 1.06 -1.30
C 0.07 0.43 -0.37
N 0.45 1.33 0.69
C 1.36 2.21 0.52
C 2.16 2.62 1.73
C 1.65 2.95 -0.76
O 1.14 0.11 -1.28
C 2.21 -0.56 -0.79
O 3.17 -0.01 -0.35
C 2.25 -2.09 -0.97
O 1.78 -2.66 -1.91
N 2.99 -2.71 0.03
C 2.90 -4.13 0.02
O 1.95 -4.80 0.17
F 4.11 -4.67 -0.17
C -0.60 -0.79 0.30
Br 0.33 -1.36 1.92
C -0.92 -1.97 -0.64
C -2.42 -2.20 -0.87
H -2.91 0.32 2.05
H -2.21 1.92 2.10
H -3.95 1.70 2.42
H -3.63 0.62 -0.18
H -4.26 2.19 0.20
H -1.67 0.29 -1.73
H -0.50 1.51 -2.13
H 3.07 3.13 1.43
H 2.42 1.73 2.30
H 1.59 3.27 2.40
H 2.49 3.64 -0.64
H 1.79 2.32 -1.63
H 0.77 3.58 -0.95
H 2.85 -2.32 0.95
H -1.55 -0.41 0.66
H -0.49 -2.88 -0.23
H -0.44 -1.82 -1.60
H -3.01 -1.29 -0.75
H -2.57 -2.50 -1.91
H -2.82 -3.01 -0.26
```


Entry from OMol25: a 2-piece molecular cluster, C2H8NO2P overall (ωB97M-V/def2-TZVPD).

Properties
M in g mol⁻¹: 109.065
HOMO level (alpha / beta) in eV: -9.222 / -9.544
E in Ha: -627.48435
LUMO (alpha / beta) in eV: -0.18 / -1.70

XYZ file:
```
14
C2H8NO2P | OMol25 | ωB97M-V/def2-TZVPD
C 1.23 -1.95 -0.09
C -3.35 1.14 0.28
N 3.57 1.07 0.26
O 1.00 0.62 -1.17
O 2.80 0.08 0.59
P 1.25 -0.11 0.07
H 1.43 -2.42 0.86
H 0.24 -2.22 -0.45
H 1.98 -2.23 -0.83
H -2.65 1.42 -0.50
H -4.36 1.32 -0.06
H -3.15 1.72 1.16
H -3.22 0.09 0.51
H 3.25 1.48 -0.63
```